1 | 7 unconnected molecules or ions with the total composition H14O7. Source: OMol25; level of theory: wB97M-V/def2-TZVPD.

## Properties
HOMO energy: -10.80 eV
SMILES string: O.O.O.O.O.O.O
orbital gap: 10.936 eV

Geometry (Å):
H: -1.5947 2.0442 3.6188
H: -1.9908 -0.6396 1.0861
H: -0.7801 -2.2994 -2.0246
O: -0.6024 -3.0875 -2.4219
H: -2.3886 1.4341 -1.8710
H: 3.5936 0.0704 3.2931
O: 3.1461 0.8361 -3.2509
H: 2.8922 0.7676 -4.1779
O: -2.9268 -0.3395 1.1402
H: -1.4038 -3.5359 -2.7647
O: 3.6888 -0.7205 3.8465
H: 3.5614 -0.0313 -3.0326
H: 0.4339 0.6684 -0.3344
H: 2.9951 -0.5445 4.4341
H: 1.9926 0.7671 -0.6854
H: -0.9661 0.6344 3.5263
O: -1.2214 1.4397 3.0539
O: -2.9170 0.6815 -1.7344
O: 1.2799 0.9115 0.0396
H: -2.9720 0.0575 0.3131
H: -3.8199 0.8857 -2.0538

Mulliken atomic charge list, values in e, 6 entries: number 1, H, carries 0.2739; number 2, H, carries 0.2960; number 3, H, carries 0.2943; number 4, O, carries -0.6225; number 5, H, carries 0.3179; number 6, H, carries 0.3234

2 | 7 unconnected molecules or ions with the total composition H14O7. Source: OMol25; level of theory: wB97M-V/def2-TZVPD.

## Properties
HOMO energy: -10.60 eV
SMILES string: O.O.O.O.O.O.O
orbital gap: 10.709 eV

Geometry (Å):
H: -0.7907 1.3771 2.3580
H: 1.8703 -2.8799 0.7130
O: -1.5377 0.8991 2.6980
H: -1.6427 1.5591 -1.7590
H: 1.9143 -1.4529 -1.3330
O: 0.4923 2.1101 1.5820
O: 1.4883 -2.6969 -0.1770
H: -0.0407 2.9501 1.5880
H: 1.5813 -1.1869 -2.7620
O: -2.5067 1.2551 -2.0650
O: -0.0477 0.6081 -0.9730
O: -0.5487 -1.3229 0.7790
H: -2.3067 0.2711 -2.0450
O: 1.8343 -0.7169 -1.9810
H: 0.6583 0.2381 -1.5130
H: -1.1027 0.0381 2.6670
H: -0.4597 -0.6689 0.0890
H: -1.3497 -1.7659 0.4860
H: 0.7843 -1.9939 -0.1450
H: 1.2873 2.3921 2.0110
H: 0.4233 0.9861 -0.2190

Mulliken atomic charge list, values in e, 6 entries: number 1, H, carries 0.4137; number 2, H, carries 0.3095; number 3, O, carries -0.6731; number 4, H, carries 0.3682; number 5, H, carries 0.3790; number 6, O, carries -0.7412

Energy ordering: 2 at the bottom, the next structure 100.7 kJ/mol above.

1 | 7 unconnected molecules or ions with the total composition H14O7. Source: OMol25; level of theory: wB97M-V/def2-TZVPD.

## Properties
HOMO energy: -10.80 eV
SMILES string: O.O.O.O.O.O.O
orbital gap: 11.021 eV

Geometry (Å):
H: -0.4661 -1.2800 0.4093
O: 0.3279 1.3320 2.0363
H: -1.4761 -1.6380 -2.0157
O: 2.6759 0.5980 -0.5507
O: -2.3531 1.5190 1.7343
H: -2.5231 -1.0550 -1.0887
O: -0.8541 1.4180 -0.8297
H: 2.7809 -2.4550 -2.0567
H: 0.5999 1.9360 1.3653
H: -2.6591 1.9190 2.5563
H: 3.2209 0.0610 -1.1057
H: 1.9889 -0.0560 -0.2927
O: -2.0811 -1.9210 -1.3147
O: 0.3439 -0.7740 0.3763
H: -1.4471 1.2780 1.9073
O: 1.9039 -2.0400 -2.0987
H: 0.6469 1.8280 2.8013
H: 1.3299 -2.3990 -1.4297
H: -0.4611 0.5570 -0.5897
H: -1.7841 1.2550 -0.8347
H: 0.2859 -0.0820 1.0203

Mulliken atomic charge list, values in e, 6 entries: number 1, H, carries 0.3029; number 2, O, carries -0.7399; number 3, H, carries 0.3499; number 4, O, carries -0.6342; number 5, O, carries -0.5989; number 6, H, carries 0.3142

2 | 7 unconnected molecules or ions with the total composition H14O7. Source: OMol25; level of theory: wB97M-V/def2-TZVPD.

## Properties
HOMO energy: -10.42 eV
SMILES string: O.O.O.O.O.O.O
orbital gap: 9.901 eV

Geometry (Å):
H: -1.3545 1.9645 -0.7910
H: 0.9505 -2.0025 2.6110
H: -1.0405 -0.7485 -3.9020
O: 1.6485 1.5165 1.9490
H: -1.1905 1.7385 -2.3280
O: -2.5525 0.1475 1.2320
O: 1.6905 -1.3955 2.8650
H: 0.9865 1.9005 2.3940
O: -1.5345 1.2975 -1.5780
H: 1.1505 -2.6075 -1.2200
H: 1.4165 -1.4035 -0.5770
H: -1.6255 -0.3935 -2.5940
H: 2.4385 2.1245 1.5340
O: -1.5305 -1.1175 -3.1640
H: 0.9145 0.8495 0.3740
H: -2.2705 -0.6205 0.9040
H: 1.6075 -0.5405 2.3270
H: -1.8255 0.6685 1.7050
H: -0.2635 0.5825 -0.7820
O: 1.9515 -2.1125 -0.8560
O: 0.4335 0.1525 -0.1030

Mulliken atomic charge list, values in e, 6 entries: number 1, H, carries 0.3270; number 2, H, carries 0.3154; number 3, H, carries 0.3037; number 4, O, carries -0.6848; number 5, H, carries 0.3171; number 6, O, carries -0.5965

Energy ordering: 1 at the bottom, the next structure 163.7 kJ/mol above.

1 | 7 unconnected molecules or ions with the total composition H14O7. Source: OMol25; level of theory: wB97M-V/def2-TZVPD.

## Properties
HOMO energy: -11.44 eV
SMILES string: O.O.O.O.O.O.O
orbital gap: 11.896 eV

Geometry (Å):
H: -1.6280 1.0367 4.9763
O: 1.7155 -4.8674 -0.3031
H: 4.4877 -2.2875 -4.9830
O: -1.8326 4.4191 -3.5209
H: -2.0132 3.4861 -3.4063
H: 4.1110 -3.7425 -4.8015
H: 0.1170 -0.1235 0.5812
H: -1.0400 4.4461 -4.0569
O: -2.1087 1.0090 4.1491
O: -6.4206 -1.0318 3.0454
O: 3.5095 4.0074 1.2356
O: 3.7350 -2.8786 -4.9703
H: 2.7625 3.5026 0.9141
H: 2.4175 -5.1846 0.2651
H: -5.5116 -0.7487 3.1446
H: 1.8936 -5.2710 -1.1526
H: -2.1249 1.9182 3.8503
H: 0.8174 -0.7860 -0.5861
H: 3.1656 4.4944 1.9845
H: -6.6272 -1.4692 3.8713
O: 0.5744 0.0714 -0.2368

Mulliken atomic charge list, values in e, 6 entries: number 1, H, carries 0.3168; number 2, O, carries -0.6327; number 3, H, carries 0.3208; number 4, O, carries -0.6397; number 5, H, carries 0.3210; number 6, H, carries 0.3151

2 | 7 unconnected molecules or ions with the total composition H14O7. Source: OMol25; level of theory: wB97M-V/def2-TZVPD.

## Properties
HOMO energy: -10.63 eV
SMILES string: O.O.O.O.O.O.O
orbital gap: 10.583 eV

Geometry (Å):
H: 0.7019 -0.0394 -0.1977
O: -0.6710 -2.2622 2.1999
O: 1.5073 2.0458 -0.2120
H: 1.8200 2.2375 0.6794
H: 0.8486 2.7243 -0.3980
H: -0.2829 -1.9988 1.3528
O: -1.9952 1.2148 -1.9564
O: 1.2141 0.5241 2.2068
H: -1.4223 -2.8143 1.9607
H: 2.8036 -0.2139 1.7791
H: 3.5447 -1.4559 1.2414
H: -2.4459 -1.6456 -3.6619
H: 0.4154 0.2348 1.7330
O: 3.5678 -0.4938 1.2303
H: -2.8127 1.1242 -2.4678
H: -0.7491 0.1163 -0.6654
H: 0.9072 1.1725 2.8500
H: -2.2931 -0.6862 -2.4783
O: -0.1774 -0.4527 -0.1325
O: -2.8566 -1.3916 -2.8284
H: -1.6245 2.0602 -2.2350

Mulliken atomic charge list, values in e, 6 entries: number 1, H, carries 0.3254; number 2, O, carries -0.6411; number 3, O, carries -0.6000; number 4, H, carries 0.3114; number 5, H, carries 0.2980; number 6, H, carries 0.3165

Energy ordering: 2 at the bottom, the next structure 82.4 kJ/mol above.

1 | 3 unconnected molecules or ions with the total composition C3H12N2O. Source: OMol25; level of theory: wB97M-V/def2-TZVPD.

## Properties
HOMO energy: -9.18 eV
SMILES string: C=C.NCO.N
orbital gap: 10.131 eV

Geometry (Å):
H: 3.2168 1.7533 -0.9016
N: 0.8633 -0.5840 1.9186
H: 1.6330 -1.1075 2.3337
H: 1.1552 2.8422 -1.1223
H: -2.3749 -0.8574 -2.7989
H: -1.1067 -0.2659 0.1487
H: 0.2891 1.3263 -1.8222
O: -1.3646 -0.2435 1.1011
C: 2.4430 1.1401 -1.4019
H: -2.8138 -0.9836 -1.3748
H: 0.7062 0.2513 2.4346
H: -2.0052 0.3427 -1.6890
H: 2.6338 0.2380 -1.8642
H: -0.5423 -2.0393 1.2770
H: -0.9783 -1.3647 2.8070
C: -0.4943 -1.1055 1.8014
C: 1.2291 1.7811 -1.4669
N: -2.0009 -0.7134 -1.8947

Mulliken atomic charge list, values in e, 6 entries: number 1, H, carries 0.1863; number 2, N, carries -0.4753; number 3, H, carries 0.2013; number 4, H, carries 0.1843; number 5, H, carries 0.2333; number 6, H, carries 0.3556

2 | 2 unconnected molecules or ions with the total composition C3H12N2O. Source: OMol25; level of theory: wB97M-V/def2-TZVPD.

## Properties
HOMO energy: -9.30 eV
SMILES string: NCCCN.O
orbital gap: 10.116 eV

Geometry (Å):
H: -1.2592 -1.1826 0.9725
C: -0.7867 -0.1753 1.1277
H: -2.5510 0.7347 0.9716
H: 1.3052 -1.6817 0.5000
H: 1.0874 2.8914 -0.8216
H: 0.6721 -1.7120 -2.4596
H: 0.3243 0.7337 -0.5962
C: 0.6148 -1.5995 -0.4894
N: 1.4369 -1.6582 -1.6658
H: 1.8368 -0.7620 -1.9861
N: -1.6384 0.9733 1.2873
H: -1.6482 1.1856 2.3047
O: 1.2278 3.1457 0.1072
C: -0.1383 -0.2321 -0.2813
H: -0.1009 -0.3659 1.9545
H: 0.7476 2.4020 0.6094
H: -0.9877 -0.2597 -0.9785
H: -0.1426 -2.4373 -0.5563

Mulliken atomic charge list, values in e, 6 entries: number 1, H, carries 0.2774; number 2, C, carries -0.6948; number 3, H, carries 0.2291; number 4, H, carries 0.2433; number 5, H, carries 0.3129; number 6, H, carries 0.2863

Energy ordering: 2 at the bottom, the next structure 45.5 kJ/mol above.

1 | 2 unconnected molecules or ions with the total composition C3H12N2O. Source: OMol25; level of theory: wB97M-V/def2-TZVPD.

## Properties
HOMO energy: -7.90 eV
SMILES string: CNCCN.O
orbital gap: 8.535 eV

Geometry (Å):
H: -1.9234 -0.5752 1.8285
H: 2.3440 -1.1784 -0.9858
H: 1.2025 -2.4830 -1.0742
C: 0.6419 -0.9902 0.2475
H: 0.9770 0.0954 0.2282
O: 1.3727 1.8360 -1.4384
H: -1.2056 -2.1945 0.3362
C: -1.2258 1.1559 0.8666
H: 1.5974 2.7048 -0.9489
N: -1.7139 -0.2792 0.8482
C: -0.9215 -1.1455 0.0774
H: -2.1130 1.8104 0.5132
H: -1.1785 -0.8104 -0.9946
H: -1.0848 1.4574 1.9328
H: -0.3479 1.4450 0.3055
N: 1.5314 -1.6476 -0.6413
H: 0.7877 -1.0033 1.2683
H: 1.2596 1.8023 -2.3691

Mulliken atomic charge list, values in e, 6 entries: number 1, H, carries 0.2831; number 2, H, carries 0.1876; number 3, H, carries 0.1712; number 4, C, carries -0.2977; number 5, H, carries 0.0314; number 6, O, carries -0.6280

2 | 2 unconnected molecules or ions with the total composition C3H12N2O. Source: OMol25; level of theory: wB97M-V/def2-TZVPD.

## Properties
HOMO energy: -8.36 eV
SMILES string: CCNCN.O
orbital gap: 8.864 eV

Geometry (Å):
O: -1.4664 1.0210 2.2903
C: 1.9822 -0.0710 -1.1573
H: 1.1160 -0.0150 0.8284
H: -2.0300 -0.2433 -1.0133
C: -0.9778 -0.5108 -0.9466
H: 1.4802 1.5483 0.1391
N: -0.8749 -1.6411 -0.0182
H: 2.2206 0.6685 -1.9281
H: -0.2047 -1.5437 0.7226
H: -0.8958 1.1860 3.0484
H: -0.8282 1.0995 0.2290
H: -1.7616 -1.9711 0.3170
H: 1.4858 -0.8791 -1.6835
N: -0.3055 0.7174 -0.5534
H: 2.9251 -0.4075 -0.7298
C: 1.0803 0.5593 -0.1082
H: -0.5792 -0.8306 -1.9097
H: -2.3662 1.3129 2.4733

Mulliken atomic charge list, values in e, 6 entries: number 1, O, carries -0.6117; number 2, C, carries -1.0634; number 3, H, carries 0.2622; number 4, H, carries 0.3875; number 5, C, carries -0.6271; number 6, H, carries 0.4296

3 | 2 unconnected molecules or ions with the total composition C3H12N2O. Source: OMol25; level of theory: wB97M-V/def2-TZVPD.

## Properties
HOMO energy: -9.01 eV
SMILES string: NCCCN.O
orbital gap: 10.164 eV

Geometry (Å):
H: -1.3080 1.5218 -2.2856
H: -1.6395 -1.1447 -1.3187
N: 1.9671 -1.6253 0.4932
H: 1.8047 -2.4258 1.0863
H: 1.7015 -1.6135 -1.5439
H: -0.0212 -0.0024 0.3353
H: -1.1260 3.7252 4.1118
H: -2.6738 0.8038 -1.8329
H: -0.5821 -0.5646 -2.5635
H: 2.9045 -1.7063 0.1319
C: -0.9761 -0.3160 -1.5617
H: -0.2325 3.1223 5.1335
O: -0.7608 2.8733 4.3656
H: 0.3685 -2.4009 -0.7267
C: 0.2693 -0.2323 -0.6971
N: -1.7168 0.9611 -1.5452
H: 0.9750 0.5690 -0.9090
C: 1.0462 -1.5446 -0.6734

Mulliken atomic charge list, values in e, 6 entries: number 1, H, carries 0.2364; number 2, H, carries 0.3960; number 3, N, carries -0.5738; number 4, H, carries 0.2037; number 5, H, carries 0.3021; number 6, H, carries 0.2731

Energy ordering: 2 at the bottom, the next structure 5.8 kJ/mol above.